No. 1
Molecular formula: C14H20MnN4O3S
Method: DFT, the ωB97M-V functional and the def2-TZVPD basis

Each line ends with the Mulliken charge.
Element x y z (Å)
Mn: -0.09 0.22 -0.44  -0.272
C: 4.94 -2.43 -1.45  -0.957
C: 4.67 -1.74 -0.12  -0.612
N: 3.39 -2.11 0.47  -0.150
C: 2.19 -1.58 0.16  0.357
S: 2.12 -0.22 -0.94  -0.454
N: 1.15 -2.16 0.73  -1.229
N: -0.01 -1.55 0.39  0.882
C: -1.14 -2.08 0.75  0.523
C: -1.27 -3.32 1.58  -1.500
C: -2.31 -1.37 0.25  0.925
C: -3.62 -1.75 0.51  -0.714
C: -4.66 -1.03 -0.04  -0.428
C: -4.38 0.07 -0.83  -0.760
C: -3.05 0.41 -1.05  -0.125
N: -2.04 -0.29 -0.53  0.086
H: 5.91 -2.13 -1.84  0.358
H: 4.17 -2.16 -2.18  0.282
H: 4.93 -3.52 -1.33  0.295
H: 4.68 -0.66 -0.24  0.323
H: 5.44 -2.00 0.61  0.361
H: 3.35 -2.92 1.07  0.262
H: -0.29 -3.68 1.86  0.360
H: -1.79 -4.10 1.03  0.330
H: -1.84 -3.10 2.49  0.359
H: -3.81 -2.61 1.14  0.395
H: -5.68 -1.31 0.16  0.414
H: -5.16 0.67 -1.28  0.397
H: -2.77 1.26 -1.64  0.524
C: 1.09 3.74 0.15  -1.841
C: -0.29 3.14 -0.04  1.916
C: -1.33 4.18 -0.40  -1.710
O: -0.22 2.17 -1.14  -0.408
C: -0.68 2.39 1.26  0.331
O: -1.05 3.07 2.20  -0.688
O: -0.56 1.11 1.24  -0.527
H: 1.40 4.30 -0.74  0.479
H: 1.82 2.95 0.36  0.386
H: 1.07 4.42 1.00  0.418
H: -1.03 4.74 -1.28  0.388
H: -1.46 4.86 0.44  0.353
H: -2.29 3.70 -0.59  0.352
H: 0.50 2.43 -1.72  0.321

2S+1 = 2
total charge = 0
electronic energy = -2539.452339 Ha
HOMO-LUMO gap (alpha / beta) = 7.484 / 7.265 eV
E_LUMO (alpha / beta) = -0.375 / -0.136 eV


No. 2
Molecular formula: C11H14ClNO5
Method: DFT, the ωB97M-V functional and the def2-TZVPD basis

Each line ends with the Mulliken charge.
Element x y z (Å)
O: -2.48 -0.92 0.94  -0.601
C: -2.33 -0.31 -0.08  0.583
O: -2.64 -0.81 -1.28  -0.455
C: -1.75 1.08 -0.20  -0.873
C: -0.22 1.02 -0.02  0.089
N: 0.32 2.36 -0.05  -0.373
C: 1.72 2.45 0.38  -0.638
C: 1.85 2.10 1.82  0.449
C: 2.18 0.93 2.45  -0.359
C: 2.13 1.20 3.84  -0.498
C: 1.77 2.51 3.95  -0.506
O: 1.61 3.06 2.74  -0.371
C: 0.35 0.14 -1.14  0.461
O: 0.72 0.57 -2.21  -0.608
O: 0.39 -1.14 -0.79  -0.266
C: 0.87 -2.07 -1.76  -0.600
C: -0.22 -2.52 -2.72  -0.363
Cl: -1.37 -3.61 -1.90  -0.238
H: -2.92 -1.74 -1.21  0.313
H: -2.15 1.72 0.59  0.417
H: -2.00 1.50 -1.17  0.330
H: 0.00 0.55 0.94  0.202
H: 0.24 2.72 -1.00  0.329
H: 2.38 1.79 -0.21  0.299
H: 2.02 3.48 0.23  0.411
H: 2.43 0.00 1.98  0.546
H: 2.33 0.51 4.63  0.414
H: 1.62 3.14 4.80  0.469
H: 1.67 -1.58 -2.34  0.344
H: 1.28 -2.91 -1.19  0.419
H: -0.78 -1.67 -3.09  0.257
H: 0.22 -3.08 -3.54  0.418

SMILES = O=C(O)C[C@H](NCc1ccco1)C(=O)OCCCl
total charge = 0
electronic energy = -1318.727594 Ha
energy above the lowest of the compared OMol25 structures with the same formula, charge and spin = 0.6 kJ/mol
HOMO-LUMO gap = 9.425 eV
E_LUMO = 0.707 eV